# 1
{"formula": "C15H9Br2N3O5Pt", "method": "ωB97M-V/def2-TZVPD", "symbols": ["Pt", "O", "C", "O", "C", "C", "N", "N", "C", "C", "O", "O", "H", "H", "H", "C", "C", "C", "C", "C", "C", "Br", "C", "C", "Br", "C", "O", "C", "N", "H", "H", "H", "H", "H", "H"], "xyz": [[-0.37, 0.84, 0.00], [3.12, 5.45, 0.00], [3.85, 4.36, 0.00], [5.06, 4.38, 0.00], [3.15, 3.04, 0.00], [3.81, 1.82, 0.00], [2.89, 0.85, 0.00], [1.64, 1.35, 0.00], [1.78, 2.69, 0.00], [0.54, 3.52, 0.00], [0.60, 4.74, 0.00], [-0.53, 2.83, 0.00], [2.12, 5.28, 0.00], [4.87, 1.63, 0.00], [3.06, -0.14, 0.00], [1.62, -2.02, 0.00], [0.16, -2.31, 0.00], [-0.31, -3.60, 0.00], [-1.69, -3.87, 0.00], [-2.57, -2.79, 0.00], [-3.99, -2.90, 0.00], [-4.81, -4.59, 0.00], [-4.82, -1.78, 0.00], [-4.28, -0.52, 0.00], [-5.39, 1.00, 0.00], [-2.86, -0.34, 0.00], [-2.30, 0.82, 0.00], [-2.03, -1.48, 0.00], [-0.68, -1.22, 0.00], [2.19, -2.93, 0.00], [1.86, -1.45, 0.90], [1.86, -1.45, -0.90], [0.39, -4.42, 0.00], [-2.05, -4.89, 0.00], [-5.90, -1.91, 0.00]], "max_force_ev_per_a": 3.0, "total_energy_ev": -173742.1029, "charge": 0, "gap_ev": 6.6, "e_homo_ev": -7.973, "lumo_ev": -1.327, "relative_energy_kj_mol": 4.7}

# 2
{"formula": "C15H9ClF3N3", "method": "ωB97M-V/def2-TZVPD", "symbols": ["F", "F", "F", "Cl", "N", "N", "C", "C", "C", "C", "C", "C", "C", "C", "C", "C", "C", "C", "C", "C", "N", "C", "H", "H", "H", "H", "H", "H", "H", "H", "H"], "xyz": [[-1.00, -5.22, 1.78], [-1.59, -3.49, 3.08], [0.14, -4.75, 3.72], [-4.42, 1.27, -1.54], [-1.88, 2.00, -0.84], [0.56, 4.18, -1.88], [-2.95, 2.18, -1.69], [-0.60, 3.68, -1.94], [1.29, 3.50, -1.01], [-2.92, 3.18, -2.76], [-1.74, 4.02, -2.80], [0.51, 2.51, -0.56], [0.92, 1.34, 0.20], [0.33, 0.06, 0.39], [2.66, -2.98, 0.99], [2.30, -1.65, 0.57], [1.80, -3.79, 1.64], [0.09, -2.08, 1.46], [0.94, -1.19, 0.80], [0.48, -3.31, 1.97], [-0.71, 2.63, -1.15], [-0.55, -4.23, 2.66], [2.34, 3.74, -0.72], [-3.46, 3.10, -3.62], [-1.58, 4.80, -3.57], [1.97, 1.43, 0.44], [-0.70, -0.10, 0.13], [3.65, -3.36, 0.84], [2.99, -0.97, 0.03], [2.10, -4.78, 1.85], [-0.97, -1.73, 1.55]], "max_force_ev_per_a": 5.8, "total_energy_ev": -40843.5161, "charge": 0, "smiles": "FC(F)(F)c1cccc(/C=C/c2cnc3ccc(Cl)nn23)c1", "gap_ev": 7.3, "e_homo_ev": -7.965, "lumo_ev": -0.676}